<A>
DFT (ωB97M-V with the def2-TZVPD basis set) results for a gas-phase ion, C5H13NO (charge +1).

Geometry as ORCA input:
```
! RIJCOSX wB97M-V def2-TZVPD def2/J DEFGRID3
* xyz 1 2
C 1.203 1.202 -0.435
C 0.448 2.386 0.143
C 1.446 0.016 0.563
N 0.302 -0.832 0.720
C -0.190 -1.619 -0.360
C -1.736 -1.648 -0.510
O -2.436 -1.518 0.692
H 2.158 1.389 -0.904
H 0.612 0.837 -1.279
H -0.587 2.356 -0.185
H 0.389 2.518 1.227
H 0.844 3.323 -0.233
H 2.349 -0.552 0.364
H 1.565 0.549 1.510
H -0.385 -0.510 1.402
H 0.274 -1.235 -1.268
H 0.201 -2.636 -0.236
H -2.003 -0.841 -1.196
H -1.969 -2.590 -0.979
H -2.487 -0.591 0.965
*
```

## Properties
Kohn-Sham gap (alpha / beta): 12.08 / 7.69 eV


<B>
DFT (ωB97M-V with the def2-TZVPD basis set) results for 3 unconnected molecules or ions with the total composition C5H13NO.

Geometry as ORCA input:
```
! RIJCOSX wB97M-V def2-TZVPD def2/J DEFGRID3
* xyz 1 2
C -0.016 -1.993 -0.098
C -1.203 -1.011 -0.219
N -1.345 -0.200 0.902
C -2.222 0.839 0.612
C 1.177 1.485 1.200
C 1.345 1.654 -0.108
O 2.067 -0.469 -1.840
H 0.894 -1.579 -0.543
H 0.199 -2.244 0.929
H -0.186 -2.960 -0.586
H -1.117 -0.410 -1.124
H -2.043 -1.710 -0.317
H -2.560 1.426 1.443
H -3.013 0.567 -0.083
H -1.586 1.546 0.042
H 1.938 1.076 1.835
H 0.140 1.244 1.498
H 0.794 2.390 -0.624
H 2.134 1.186 -0.693
H 2.632 -0.970 -2.477
*
```

## Properties
Kohn-Sham gap (alpha / beta): 5.28 / 4.49 eV


<C>
DFT (ωB97M-V with the def2-TZVPD basis set) results for 2 unconnected molecules or ions with the total composition C5H13NO.

Geometry as ORCA input:
```
! RIJCOSX wB97M-V def2-TZVPD def2/J DEFGRID3
* xyz 1 2
C -3.043 1.710 -0.503
C -1.827 0.792 -0.547
C -0.703 0.972 0.517
C 0.250 -0.153 0.330
C 1.140 -0.651 1.178
N 1.994 -1.884 1.109
H -3.450 2.131 -1.439
H -2.787 2.534 0.131
H -3.753 1.141 0.101
H -2.168 -0.166 -0.259
H -1.103 0.895 -1.401
H -0.324 1.978 0.403
H -1.115 1.056 1.458
H -0.002 -0.780 -0.554
H 1.523 -0.242 2.087
H 2.767 -1.855 0.401
H 2.153 -2.270 2.129
H 2.553 -0.485 -0.940
H 1.787 -1.589 -1.728
O 1.882 -0.648 -1.749
*
```

## Properties
Kohn-Sham gap (alpha / beta): 11.08 / 6.71 eV


<A> ends up most stable, edging out the next structure by 2.199 eV.


<A>
DFT (ωB97M-V with the def2-TZVPD basis set) results for 2 unconnected molecules or ions with the total composition C4H10O4.

Geometry as ORCA input:
```
! RIJCOSX wB97M-V def2-TZVPD def2/J DEFGRID3
* xyz 0 1
C 0.509 0.831 -2.068
C 0.083 0.179 -0.752
O 1.116 -0.505 -0.063
C -0.515 1.233 0.161
C -0.803 0.627 1.513
O -0.440 1.042 2.574
O -1.585 -0.492 1.417
H -0.426 1.165 -2.524
H 0.991 0.150 -2.755
H 1.089 1.727 -1.870
H -0.678 -0.540 -1.012
H 1.954 -0.446 -0.531
H 0.239 2.007 0.337
H -1.424 1.598 -0.311
H -1.889 -0.660 2.334
O 0.727 -2.992 1.349
H -0.165 -2.626 1.312
H 1.217 -2.296 0.887
*
```

## Properties
Structure (SMILES): C[C@@H](O)CC(=O)O.O
Kohn-Sham gap: 11.23 eV


<B>
DFT (ωB97M-V with the def2-TZVPD basis set) results for 3 unconnected molecules or ions with the total composition C4H10O4.

Geometry as ORCA input:
```
! RIJCOSX wB97M-V def2-TZVPD def2/J DEFGRID3
* xyz 0 1
C 1.716 1.046 -0.177
C 0.785 0.216 -1.032
C -0.659 0.832 -1.202
O -1.555 0.000 -1.900
C 1.437 1.405 1.179
O 0.464 0.960 1.776
H -1.091 1.247 -0.286
H 2.651 1.416 -0.594
H 1.190 0.064 -2.039
H 0.643 -0.747 -0.501
H -0.664 1.655 -1.915
H 2.006 2.266 1.544
H -0.486 -1.736 0.993
H 0.419 -0.797 1.798
O 0.179 -1.724 1.710
H -1.631 -0.935 -1.390
H -2.413 -2.424 -0.318
O -1.640 -1.847 -0.321
*
```

## Properties
Kohn-Sham gap: 4.09 eV


<A> ends up most stable, edging out the next structure by 6.695 eV.


<A>
DFT (ωB97M-V with the def2-TZVPD basis set) results for a molecular structure, C35H23Cl4IN4O4RbS.

Geometry as ORCA input:
```
! RIJCOSX wB97M-V def2-TZVPD def2/J DEFGRID3
* xyz -1 1
Rb 0.194 -0.052 0.167
O 3.743 2.278 1.175
C 2.794 1.949 0.435
O 2.536 0.841 -0.075
C 1.777 3.080 0.174
C 2.235 4.425 0.129
C 1.336 5.425 -0.064
C -0.043 5.114 -0.181
C -1.048 6.091 -0.361
C -2.362 5.724 -0.451
C -2.727 4.363 -0.365
C -1.776 3.397 -0.193
C -0.408 3.754 -0.100
N 0.513 2.760 0.061
H 3.292 4.607 0.261
H 1.651 6.462 -0.119
H -0.759 7.134 -0.423
H -3.128 6.477 -0.589
H -3.770 4.081 -0.437
H -2.047 2.350 -0.129
Cl -4.549 -6.126 0.758
C -3.843 -4.546 0.481
C -4.660 -3.454 0.380
C -4.133 -2.184 0.155
I -5.428 -0.555 0.009
C -2.753 -1.914 0.002
O -2.274 -0.780 -0.225
C -1.896 -3.110 0.147
N -0.558 -2.910 0.064
C 0.253 -3.934 0.178
C -0.190 -5.250 0.386
C -1.533 -5.479 0.486
C -2.440 -4.403 0.373
H -5.731 -3.582 0.474
H 1.316 -3.722 0.105
H 0.525 -6.059 0.467
H -1.918 -6.477 0.652
Cl 0.608 -5.798 6.871
C 1.410 -4.300 6.509
C 1.653 -3.950 5.194
C 2.301 -2.753 4.938
C 2.703 -1.892 5.955
C 3.322 -0.569 5.568
C 2.329 0.591 5.766
N 1.145 0.355 4.965
C -0.021 -0.257 5.364
C -0.753 -0.438 4.230
N -0.063 0.032 3.141
C 1.069 0.495 3.615
O 4.540 -0.394 6.260
C 5.409 0.577 5.689
C 5.168 1.952 6.235
C 4.796 3.033 5.491
Cl 4.447 3.034 3.815
S 4.584 4.446 6.443
C 4.978 3.587 7.876
C 5.268 2.287 7.620
C 2.422 -2.276 7.264
Cl 2.812 -1.255 8.621
C 1.788 -3.474 7.552
H 1.334 -4.593 4.386
H 2.482 -2.462 3.910
H 3.527 -0.618 4.490
H 2.784 1.528 5.450
H 2.040 0.687 6.811
H -0.206 -0.499 6.397
H -1.733 -0.874 4.127
H 1.866 0.949 3.038
H 5.318 0.580 4.599
H 6.421 0.251 5.940
H 4.984 4.094 8.827
H 5.534 1.566 8.380
H 1.585 -3.750 8.576
*
```

## Properties
Kohn-Sham gap: 6.24 eV


<B>
DFT (ωB97M-V with the def2-TZVPD basis set) results for a molecular structure, C35H23Cl4IN4O4RbS.

Geometry as ORCA input:
```
! RIJCOSX wB97M-V def2-TZVPD def2/J DEFGRID3
* xyz -1 1
Rb 3.724 0.215 -0.138
O 7.534 1.203 1.211
C 6.552 0.463 1.305
O 6.013 -0.247 0.441
C 5.929 0.375 2.730
C 6.798 0.519 3.840
C 6.310 0.379 5.103
C 4.937 0.091 5.281
C 4.351 -0.119 6.543
C 3.021 -0.422 6.649
C 2.226 -0.514 5.495
C 2.764 -0.298 4.256
C 4.136 -0.001 4.110
N 4.645 0.149 2.868
H 7.835 0.745 3.645
H 6.950 0.475 5.972
H 4.971 -0.049 7.428
H 2.574 -0.598 7.618
H 1.179 -0.767 5.597
H 2.164 -0.375 3.357
Cl -0.666 -2.100 -5.946
C 0.213 -1.181 -4.744
C -0.035 0.168 -4.637
C 0.620 0.894 -3.669
I 0.197 2.947 -3.402
C 1.574 0.385 -2.764
O 2.111 1.094 -1.883
C 1.847 -1.038 -2.940
N 2.774 -1.576 -2.142
C 3.002 -2.865 -2.194
C 2.308 -3.736 -3.049
C 1.383 -3.207 -3.908
C 1.130 -1.821 -3.895
H -0.745 0.642 -5.298
H 3.772 -3.237 -1.527
H 2.495 -4.801 -3.017
H 0.816 -3.827 -4.592
Cl -5.690 -4.718 0.486
C -5.021 -3.138 0.318
C -3.887 -2.787 1.032
C -3.376 -1.510 0.897
C -3.962 -0.573 0.052
C -3.334 0.794 -0.095
C -2.463 0.813 -1.388
N -1.378 -0.103 -1.184
C -1.354 -1.434 -1.501
C -0.285 -1.959 -0.838
N 0.334 -0.990 -0.111
C -0.336 0.104 -0.341
O -4.340 1.774 -0.035
C -3.909 3.093 0.247
C -3.856 3.957 -0.980
C -2.844 4.807 -1.321
Cl -1.393 5.084 -0.463
S -3.169 5.667 -2.788
C -4.688 4.869 -2.938
C -4.917 4.004 -1.921
C -5.087 -0.962 -0.672
Cl -5.847 0.114 -1.778
C -5.628 -2.232 -0.533
H -3.409 -3.500 1.685
H -2.493 -1.236 1.457
H -2.635 0.941 0.747
H -2.074 1.821 -1.554
H -3.056 0.513 -2.256
H -2.070 -1.864 -2.173
H 0.078 -2.967 -0.826
H -0.093 1.069 0.061
H -2.937 3.095 0.753
H -4.659 3.502 0.937
H -5.323 5.097 -3.770
H -5.799 3.400 -1.818
H -6.507 -2.508 -1.092
*
```

## Properties
Kohn-Sham gap: 6.41 eV


<A> ends up most stable, edging out the next structure by 0.526 eV.


<A>
DFT (ωB97M-V with the def2-TZVPD basis set) results for C4H4 in the gas phase.

Geometry as ORCA input:
```
! RIJCOSX wB97M-V def2-TZVPD def2/J DEFGRID3
* xyz 0 1
C -0.102 -2.489 -0.927
C -0.511 -1.340 -0.613
C -0.482 0.038 -0.472
C 0.366 0.698 0.574
H -1.083 0.622 -1.100
H -0.171 0.558 1.419
H 0.685 1.830 0.480
H 1.297 0.083 0.638
*
```

## Properties
Kohn-Sham gap: 8.56 eV


<B>
DFT (ωB97M-V with the def2-TZVPD basis set) results for 2 unconnected molecules or ions with the total composition C4H4.

Geometry as ORCA input:
```
! RIJCOSX wB97M-V def2-TZVPD def2/J DEFGRID3
* xyz 0 1
C -3.797 -0.600 -0.103
C -3.628 0.609 -0.049
H -4.264 -1.705 0.228
H -3.052 1.682 0.014
C 3.066 -0.046 -0.025
C 4.267 -0.048 -0.027
H 2.073 0.322 0.311
H 5.335 -0.213 -0.349
*
```

## Properties
Structure (SMILES): C#C.C#C
Kohn-Sham gap: 11.69 eV


<A> ends up most stable, edging out the next structure by 0.586 eV.


<A>
DFT (ωB97M-V with the def2-TZVPD basis set) results for C4H4 in the gas phase.

Geometry as ORCA input:
```
! RIJCOSX wB97M-V def2-TZVPD def2/J DEFGRID3
* xyz 0 1
C 0.734 1.117 -1.318
C 0.221 0.264 -0.659
C -0.515 -0.659 0.168
C -0.357 -0.600 1.466
H 1.264 1.844 -1.833
H -1.230 -1.369 -0.249
H -0.798 -1.386 2.140
H 0.263 0.178 2.003
*
```

## Properties
Structure (SMILES): C#CC=C
Kohn-Sham gap: 10.56 eV


<B>
DFT (ωB97M-V with the def2-TZVPD basis set) results for C4H4 in the gas phase.

Geometry as ORCA input:
```
! RIJCOSX wB97M-V def2-TZVPD def2/J DEFGRID3
* xyz 0 1
C -3.428 0.297 -0.401
C -2.389 -0.121 0.139
C -1.007 -0.647 0.214
C 0.108 0.315 0.011
H -0.717 -1.631 0.293
H 0.840 -0.127 -0.633
H 0.374 0.642 1.016
H -0.530 1.118 -0.492
*
```

## Properties
Kohn-Sham gap: 8.37 eV


<A> ends up most stable, edging out the next structure by 3.036 eV.